# 1
76
Properties=species:S:1:pos:R:3:forces:R:3:lowdin_charge:R:1 method="wB97M-V/def2-TZVPD" orbital_gap_ev="6.0 / 5.3" mol_weight_g_mol=830.4 charge=+2 lumo_ev="-7.1721 / -7.8821" energy_ha=-2402.49691 multiplicity=3 homo_ha="-0.4824 / -0.4851" relative_energy_kj_mol=296.51
C 5.181 1.458 -1.692 0.174 -0.092 0.165 -0.044
C -1.140 -3.222 -0.301 0.767 -0.573 -1.287 -0.446
H -0.508 0.812 -1.950 0.449 2.541 -2.058 -0.037
C -2.306 -0.804 2.085 -1.258 -0.102 -1.356 -0.169
P 1.328 1.436 -0.468 3.590 2.981 0.850 0.832
H 4.103 1.123 0.142 0.126 0.069 -0.281 0.119
H 4.197 -2.308 -3.737 -0.552 -0.696 0.206 0.129
C 2.683 1.795 -2.884 0.085 -0.130 0.379 -0.076
H 1.058 -2.022 1.349 0.426 -0.599 0.420 0.065
C 1.183 -4.283 -2.072 0.459 0.151 -0.332 -0.073
H 3.782 2.137 -4.676 -0.033 0.087 -0.313 0.116
C 1.134 5.391 1.835 -0.177 0.087 0.628 -0.038
C 1.480 0.079 0.781 -0.063 -1.855 0.167 -0.281
H -3.826 2.584 0.064 0.046 0.555 0.677 0.084
C -4.758 1.568 1.778 -0.934 0.257 0.067 -0.176
H 2.018 -6.080 -2.814 0.516 0.394 -0.325 0.129
C 1.227 2.982 1.895 -0.236 0.100 0.248 -0.093
C -3.289 -4.234 -0.433 -0.320 -0.396 0.180 -0.053
H 0.080 -3.624 1.439 -0.378 -0.381 -0.089 0.105
H -5.585 -0.372 2.132 0.148 0.451 0.477 0.120
H 2.369 -1.054 -2.439 0.256 -0.438 -0.258 0.087
H 3.913 -4.812 -3.917 0.299 -0.140 -0.212 0.113
H 0.942 6.341 2.347 0.149 -0.394 -0.295 0.130
H 1.710 1.954 -3.344 0.186 -0.071 -0.069 0.114
C -3.060 -4.806 0.818 0.171 -0.023 0.023 -0.029
C 3.852 1.909 -3.630 -0.183 0.010 -0.026 -0.047
C 1.435 2.964 0.522 0.440 -0.356 0.416 -0.308
H 1.191 2.056 2.467 -0.220 0.210 -0.104 0.095
H -3.816 -5.443 1.267 0.070 0.120 -0.059 0.123
C 3.180 -4.253 -3.369 0.080 -0.369 0.041 -0.014
H 1.935 4.135 -1.214 -0.120 0.166 0.079 0.117
H -0.571 0.018 2.918 -0.029 0.295 -0.151 0.082
C -2.322 -3.453 -1.025 0.516 0.070 0.433 -0.164
C -2.415 2.450 1.661 -0.650 -0.660 -1.855 -0.128
W -0.356 -0.130 -0.474 -3.273 -1.631 3.108 0.682
C 0.929 -1.227 0.667 -0.234 2.016 -0.994 -0.255
H -2.663 1.932 3.733 0.278 0.169 -0.340 0.124
C 5.100 1.738 -3.048 -0.338 -0.004 0.097 -0.033
C 3.347 -2.852 -3.285 -0.363 0.071 0.280 -0.031
H 0.796 4.215 3.616 0.218 0.004 -0.399 0.127
H 0.314 -4.696 -1.560 0.421 -0.391 -0.312 0.107
H -1.926 -0.094 3.953 0.135 0.048 0.290 0.123
C 2.382 -2.141 -2.586 -0.226 -0.372 0.013 -0.061
H -5.596 1.563 1.073 0.067 0.051 0.226 0.110
H 2.153 0.266 1.632 -0.561 0.437 -0.398 0.124
C -4.617 0.117 2.333 -1.171 0.208 0.556 -0.175
H -1.077 1.672 -0.529 -0.055 1.593 0.369 -0.032
H -4.033 -1.688 1.272 0.193 0.057 -0.197 0.092
H -2.448 -3.023 -2.017 -0.112 -0.146 0.255 0.072
I -2.902 -0.092 -1.440 0.334 -0.215 -0.400 0.639
C 1.045 4.203 2.550 -0.027 -0.125 0.148 -0.048
C 4.036 1.337 -0.927 -0.409 -0.150 0.400 -0.065
C -1.851 -4.607 1.489 -0.030 -0.076 0.128 -0.042
C 2.779 1.491 -1.518 -0.122 0.016 -0.754 -0.346
H -4.515 0.206 3.425 0.023 -0.186 -0.183 0.125
C 1.651 4.167 -0.164 -0.250 -0.600 -0.308 -0.071
H 6.000 1.830 -3.641 -0.039 0.007 -0.004 0.124
H -1.656 -5.083 2.443 -0.172 0.003 -0.031 0.122
C -3.635 -0.843 1.825 2.194 -0.485 -0.166 -0.158
P 0.026 -2.163 -1.167 0.322 -1.104 0.730 0.950
H -4.216 -4.424 -0.957 -0.042 -0.035 0.040 0.123
C -3.652 2.315 1.116 2.037 -0.736 0.057 -0.146
C 1.475 5.365 0.491 0.041 0.583 -0.330 -0.049
H -1.647 -1.578 1.667 -0.498 0.111 0.323 0.053
H -5.086 2.173 2.644 -0.056 -0.152 -0.400 0.130
C 1.340 -2.897 -2.020 -0.698 0.015 0.351 -0.396
H 6.144 1.330 -1.222 0.079 0.009 0.040 0.121
C -1.652 0.203 2.939 0.343 0.413 0.909 -0.191
C 2.136 -4.994 -2.772 0.044 0.447 0.028 -0.022
H -1.628 2.983 1.070 -0.723 -0.250 0.603 0.089
C -1.962 1.744 2.902 0.527 0.374 0.596 -0.166
H -0.994 2.221 3.140 -0.572 -0.132 0.480 0.077
H 1.574 6.297 -0.065 0.075 -0.210 0.166 0.126
C -0.228 1.802 -1.295 -0.840 -1.014 -0.317 -0.349
H -0.406 2.750 -1.760 -0.059 0.133 -0.890 0.115
C -0.866 -3.812 0.931 -0.260 -0.017 -0.161 -0.103


# 2
79
Properties=species:S:1:pos:R:3:forces:R:3:lowdin_charge:R:1 method="wB97M-V/def2-TZVPD" orbital_gap_ev="4.3 / 4.2" mol_weight_g_mol=636.6 charge=0 lumo_ev="-1.9392 / -2.0237" energy_ha=-3469.64662 multiplicity=6 homo_ha="-0.2298 / -0.2298" relative_energy_kj_mol=366.40
H 0.935 -5.431 -5.332 -0.292 0.130 0.138 0.108
C 0.508 6.045 -0.710 1.126 -0.935 -1.017 -0.076
C -0.814 -0.916 4.541 0.090 0.081 0.219 -0.064
H -0.752 -8.534 3.125 -0.021 0.208 -0.075 0.106
C 0.565 -0.802 4.770 -0.148 -0.162 -0.081 -0.052
H 3.180 6.519 1.001 0.441 -0.659 0.197 0.094
C -1.194 -7.243 1.447 0.019 0.503 0.069 -0.078
H -1.530 -0.496 5.249 0.280 -0.072 -0.169 0.117
H -3.241 -3.386 -3.547 0.229 -0.159 -0.180 0.101
C -0.374 -0.542 -3.847 -0.320 0.499 -0.076 -0.065
C -1.303 -5.919 0.994 0.070 0.088 0.277 -0.104
H -1.129 2.941 0.766 0.155 -0.515 0.011 -0.018
H 0.769 2.677 -3.536 -0.352 -0.256 0.136 0.116
H 0.662 7.852 0.395 0.807 -0.824 -0.606 0.052
C -0.050 0.076 -1.508 -0.085 -0.162 -1.289 -0.259
H 2.106 7.525 -0.672 -0.682 -0.514 0.407 0.124
H 0.443 -0.306 -0.544 -0.196 0.200 -1.228 0.092
C 0.433 -3.352 0.162 -0.034 -0.083 -1.305 -0.350
H 0.922 -0.302 5.671 -0.097 -0.096 -0.301 0.116
H 1.142 5.725 2.959 -0.378 -0.248 -0.038 0.104
P -1.146 -2.418 -1.814 0.545 -0.496 -1.950 0.987
C -0.526 -0.841 -2.498 1.277 -0.144 0.676 -0.382
C 0.141 0.709 -4.214 0.165 0.040 0.520 -0.034
H -0.491 6.369 -1.075 0.806 -0.386 0.369 0.120
H -0.343 -6.632 4.685 -0.085 0.070 -0.283 0.107
H -1.384 -8.067 0.762 0.048 0.215 0.110 0.106
H 0.355 0.902 -5.262 -0.052 0.071 0.186 0.114
H -2.350 -1.659 3.200 0.278 -0.031 0.180 0.107
O -1.387 7.083 1.964 -0.007 1.115 -0.486 -0.077
C 2.135 6.520 1.282 0.084 1.911 -0.779 -0.191
H 3.349 3.307 1.047 -0.653 -0.178 -0.328 0.115
C -2.377 -4.659 -5.075 0.202 0.043 0.105 -0.077
H 0.504 4.174 -1.734 -0.339 0.278 0.283 0.061
C 2.304 3.421 0.663 -0.044 0.316 -0.202 -0.205
C 1.041 4.846 -1.056 -1.043 0.850 -0.137 -0.142
C -1.097 -3.543 -3.320 -0.357 -0.166 -0.015 -0.371
H 2.552 -1.252 4.036 -0.313 0.044 -0.012 0.115
H 0.250 2.167 -1.110 0.456 -0.194 -0.474 0.070
H 1.749 -2.406 2.004 -0.267 0.126 0.317 0.098
H -1.249 -5.885 -6.457 0.012 0.164 0.231 0.108
C 1.353 7.049 0.015 -0.384 0.673 0.708 -0.180
C -0.350 -2.123 2.501 -0.397 0.047 -0.187 -0.477
C 0.389 1.696 -3.241 -0.447 -0.253 -0.406 -0.038
C -0.735 -5.115 3.197 0.015 0.003 -0.106 -0.083
C -1.205 -5.238 -5.581 -0.132 0.316 0.320 -0.077
H -1.558 -5.730 -0.052 0.043 -0.088 0.266 0.101
C 1.491 4.095 1.743 0.758 -0.823 0.701 -0.135
C 0.183 1.406 -1.895 0.851 -0.034 0.405 -0.077
H 1.924 2.405 0.420 0.083 0.399 0.280 0.074
C -1.065 -4.829 1.862 -0.220 -0.186 -0.013 -0.328
H -3.337 -4.856 -5.553 0.264 0.040 0.125 0.107
C 1.027 -1.999 2.716 0.071 0.330 0.331 -0.093
H 0.995 3.399 2.457 0.259 0.723 -0.411 0.097
O -2.553 8.941 1.950 0.883 -0.802 -0.308 -0.060
Mn -1.119 -0.016 0.450 -1.339 1.574 0.620 0.937
H -2.566 2.419 -0.149 0.427 -0.571 0.458 -0.001
C 0.457 -2.916 -1.116 -0.076 -0.128 1.282 -0.332
H -0.622 -1.291 -4.609 -0.007 0.390 0.377 0.113
H 1.356 -2.861 -1.732 -0.135 -0.353 0.172 0.086
C 0.067 -4.151 -3.821 -0.178 -0.058 -0.252 -0.092
C -0.617 -6.442 3.647 -0.100 0.304 -0.291 -0.075
H -2.274 1.781 1.552 -0.047 0.994 -0.642 -0.038
C -1.790 2.084 0.575 -0.534 -1.524 0.946 -0.192
H 1.218 -3.965 0.614 0.098 0.539 -0.089 0.094
C 0.015 -4.982 -4.951 -0.159 0.181 0.271 -0.074
H 3.206 4.948 -0.536 -0.332 0.245 -0.346 0.101
O -0.672 8.845 0.828 -1.640 -0.477 1.196 -0.123
N -1.553 8.280 1.589 0.213 0.612 -0.173 -0.575
C 1.596 5.391 2.033 -1.044 -1.056 0.705 -0.123
P -1.083 -3.063 1.104 0.415 -1.684 1.574 0.970
H -0.546 -4.302 3.905 -0.073 -0.261 -0.241 0.100
H 2.607 3.506 -1.432 0.282 0.810 0.354 0.100
C -2.326 -3.828 -3.950 0.401 0.039 0.022 -0.108
H 2.034 7.343 1.989 0.320 0.269 -0.085 0.103
H 1.032 -3.992 -3.339 -0.275 -0.040 -0.236 0.088
C 1.479 -1.338 3.858 -0.093 0.044 0.043 -0.057
C 2.360 4.267 -0.645 0.442 -1.469 -0.304 -0.208
C -0.843 -7.508 2.775 -0.064 0.416 -0.137 -0.083
C -1.280 -1.574 3.411 0.525 0.189 -0.329 -0.135


# 3
76
Properties=species:S:1:pos:R:3:forces:R:3:lowdin_charge:R:1 method="wB97M-V/def2-TZVPD" orbital_gap_ev="4.6 / 4.6" mol_weight_g_mol=620.7 charge=-2 lumo_ev="4.2113 / 4.2054" energy_ha=-1974.00171 multiplicity=5 homo_ha="-0.0146 / -0.0150" relative_energy_kj_mol=88.95
H -2.923 -2.849 -2.006 -0.022 0.009 0.009 0.087
H -6.124 -1.292 -1.460 0.001 -0.006 0.001 0.099
C -4.007 0.375 -1.586 0.024 -0.011 -0.042 -0.064
N -1.010 -0.794 -1.150 -0.163 0.130 0.157 -0.057
H -2.179 0.801 6.049 0.010 0.010 0.001 0.089
C -1.212 -1.531 -2.309 0.158 -0.015 -0.146 -0.352
C 5.168 4.633 -3.381 0.016 0.019 0.002 -0.104
C 1.770 -0.153 4.824 0.015 -0.012 -0.016 -0.082
H 4.979 5.690 -3.532 0.006 0.001 0.001 0.092
H 3.861 -0.194 -4.434 0.024 -0.015 0.014 0.083
C -3.194 -2.520 0.746 -0.067 0.069 0.116 -0.214
H 0.390 -0.095 2.729 0.010 0.012 -0.008 0.096
C -0.562 0.175 3.165 -0.142 -0.049 0.087 -0.010
C 0.133 -0.981 6.493 0.013 0.017 0.011 -0.065
H -1.190 -3.269 1.005 -0.002 0.021 0.000 0.087
C -3.082 -1.339 0.013 0.001 0.038 0.055 -0.127
C 4.105 3.745 -3.381 -0.013 -0.104 0.073 -0.039
C 2.042 1.788 -4.203 -0.103 0.072 0.005 -0.083
H 0.883 2.290 5.664 -0.002 -0.007 -0.013 0.086
N -1.177 -0.002 0.948 -0.241 0.373 -0.501 0.123
H -4.949 0.613 -2.084 -0.001 -0.006 -0.002 0.070
H -2.797 -3.811 -4.240 0.010 0.001 -0.006 0.082
H 0.032 -1.923 5.950 -0.002 0.009 -0.013 0.084
H 3.105 4.130 -3.514 -0.010 0.009 -0.006 0.100
H -2.367 -3.886 2.180 0.004 -0.019 -0.024 0.066
H -4.466 -4.174 1.236 0.002 0.000 -0.002 0.093
C -1.982 0.677 4.987 0.010 -0.028 0.072 -0.092
H -3.985 1.187 4.460 0.006 0.006 0.016 0.068
H 7.298 4.871 -3.187 -0.003 -0.002 0.012 0.086
H 2.045 0.627 4.112 -0.006 0.007 0.013 0.085
C -2.062 -3.006 1.612 0.049 -0.022 -0.033 -0.026
H 0.931 -1.092 7.237 -0.004 -0.003 -0.008 0.071
C 0.640 1.459 6.329 0.010 -0.016 0.001 -0.066
C 6.465 4.179 -3.182 0.030 0.018 -0.011 -0.127
C 6.672 2.825 -2.974 0.029 0.018 0.005 -0.107
H 2.866 2.043 -1.009 -0.046 0.026 0.019 -0.001
Rh 0.746 0.221 -1.840 -0.129 0.036 0.335 0.961
H 4.274 -0.381 -2.707 0.043 0.041 -0.027 0.063
C -1.087 -2.683 -4.861 0.061 0.023 -0.049 -0.164
C -1.756 -0.635 -0.016 0.190 -0.190 0.238 -0.350
H 1.715 -1.097 4.278 -0.005 0.006 -0.001 0.082
C -0.136 -1.726 -4.477 -0.012 -0.069 0.097 -0.173
C 3.510 -0.041 -3.408 0.064 -0.093 0.140 -0.091
C 2.390 1.447 -1.786 0.101 -0.031 -0.124 -0.163
C -3.011 0.884 4.095 0.007 0.002 0.011 -0.167
C -2.064 -3.061 -3.955 -0.100 -0.071 0.007 -0.139
H 2.650 -0.692 -3.213 0.006 0.074 -0.308 0.040
H 5.800 0.891 -2.804 0.007 -0.007 -0.015 0.093
H 0.645 -1.442 -5.181 -0.010 0.010 -0.011 0.069
C -0.703 0.336 4.534 -0.005 0.018 -0.046 -0.221
H 7.675 2.449 -2.806 0.000 0.003 -0.002 0.091
H -0.270 1.723 6.869 -0.007 0.003 0.011 0.068
C 4.291 2.371 -3.187 0.016 0.060 0.001 -0.170
C -2.147 -2.509 -2.677 0.050 0.011 0.072 -0.044
H 1.452 1.344 7.056 -0.007 0.002 -0.003 0.070
C 0.448 0.166 5.521 0.022 -0.024 0.033 -0.568
H -6.338 -3.403 -0.184 0.002 0.005 0.004 0.085
C 3.099 1.421 -3.140 -0.087 -0.044 0.086 -0.619
C 5.603 1.939 -2.975 -0.075 0.007 -0.044 -0.039
S -4.221 1.281 1.713 -0.116 0.030 -0.153 0.438
H 2.379 1.563 -5.220 0.000 0.024 0.000 0.082
H -1.742 -2.234 2.313 -0.019 -0.012 0.012 0.068
C -4.374 -3.257 0.663 0.027 0.005 0.048 -0.071
H -1.058 -3.128 -5.851 0.000 -0.002 0.008 0.070
H 2.570 -0.236 5.567 -0.006 -0.006 0.003 0.073
C -0.178 -1.163 -3.217 -0.075 0.116 -0.047 -0.198
H 1.121 1.227 -3.993 0.175 -0.138 -0.260 0.034
C -5.300 -1.643 -0.847 -0.043 -0.016 0.001 -0.069
C -2.888 0.766 2.693 0.274 0.077 0.003 -0.705
C -5.422 -2.824 -0.129 -0.032 -0.005 -0.037 -0.105
H 1.744 2.834 -4.144 0.072 0.030 -0.030 0.060
C -1.614 0.315 2.234 -0.063 -0.431 0.233 -0.301
H -0.805 -0.801 7.020 -0.001 0.005 0.010 0.069
C -4.137 -0.891 -0.792 0.065 0.020 0.009 -0.280
H -3.750 1.189 -0.905 0.008 -0.009 -0.027 0.022
H -3.224 0.282 -2.343 0.001 -0.008 -0.014 0.073


no.,largest force on an atom (eV/Å)
1,4.80
2,2.34
3,0.67